Record 1
Below is the molecule C3H5NO5, with properties calculated with wB97M-V/def2-TZVPD.

DFT total energy = -14915.309 eV
LUMO level (alpha / beta) = -0.082 / -0.082 eV
Total charge = 0

```
14
C3H5NO5 | the OMol25 dataset | wB97M-V/def2-TZVPD
C 1.37587 0.29988 0.11564
C 0.25290 1.40098 0.27577
C -1.35187 -0.22875 -0.00747
N 0.87987 -0.96550 0.35493
O 2.58562 0.54492 -0.01046
O -0.93151 0.74452 0.65971
O -1.43493 -0.10008 -1.35152
O -1.65869 -1.32106 0.56228
O 1.67009 -2.03800 -0.06025
H 0.61096 2.08387 1.07784
H 0.01006 1.84902 -0.78803
H -1.90140 -0.82455 -1.77257
H -1.34844 -1.37684 1.50644
H 2.59512 -1.82205 -0.39350
```

Atomic charges from the Löwdin analysis, expressed in e, are listed below:
1. C -0.511
2. C -0.036
3. C -0.522
4. N -0.062
5. O -0.026
6. O 0.072
7. O 0.204
8. O 0.219
9. O -0.104
10. H 0.146
11. H 0.169
12. H 0.148
13. H 0.195
14. H 0.108

---

Record 2
Below is a 8-piece molecular cluster, C6H27NO8 overall, with properties calculated with wB97M-V/def2-TZVPD.

DFT total energy = -24527.357 eV
SMILES = CCNC(=O)C(C)C.O.O.O.O.O.O.O
LUMO level = 0.096 eV
Total charge = 0

```
42
C6H27NO8 | the OMol25 dataset | wB97M-V/def2-TZVPD
C 1.67652 -2.42363 0.02289
C 1.39776 -1.87464 -1.40865
N -0.01492 -1.61063 -1.66318
C -0.78705 -1.00250 -0.73518
O -0.17879 -0.72189 0.34945
C -2.25824 -0.79898 -0.95938
C -2.86232 -0.26048 0.29599
C -2.49309 0.25744 -2.10731
H 1.19005 -3.41898 0.25526
H 1.05049 -1.81710 0.76292
H 2.74116 -2.55037 0.35212
H 2.04109 -0.90529 -1.53621
H 1.54831 -2.79279 -2.13209
H -0.32352 -2.10436 -2.62037
H -2.93345 -1.65942 -1.32781
H -3.73973 -0.86235 0.70469
H -3.34761 0.67915 0.31853
H -2.10258 -0.23538 0.98999
H -2.33947 1.23586 -1.84406
H -3.64257 0.25538 -2.25026
H -2.00410 -0.05466 -2.97256
O 2.56543 0.90845 -0.48450
H 2.87794 0.58106 0.34224
H 1.69673 0.49487 -0.69905
O -3.12947 2.17393 2.14352
H -3.33620 2.96896 1.65789
H -2.25618 2.09414 2.24927
O 4.63012 -0.17154 1.45803
H 4.27563 0.62046 1.77603
H 4.42406 -0.73857 2.11055
O 3.30633 2.37171 1.84487
H 2.51674 2.72872 1.35760
H 3.90868 2.28271 1.16251
O -0.04338 1.97193 1.80447
H 0.06172 1.38324 2.52625
H -0.36187 2.77437 2.19791
O -1.24942 -3.57693 1.05660
H -0.86425 -3.92173 1.87804
H -1.38605 -2.64165 1.08605
O -0.08130 3.20132 -2.99840
H -0.49546 4.13290 -2.79833
H 0.32225 3.02730 -2.16635
```

Atomic charges from the Löwdin analysis, expressed in e, are listed below:
1. C -0.121
2. C -0.217
3. N 0.040
4. C -0.424
5. O -0.071
6. C -0.308
7. C -0.092
8. C -0.041
9. H 0.067
10. H 0.060
11. H 0.075
12. H 0.118
13. H 0.144
14. H 0.211
15. H 0.168
16. H 0.117
17. H 0.048
18. H 0.028
19. H 0.036
20. H 0.117
21. H 0.045
22. O -0.061
23. H -0.016
24. H 0.028
25. O 0.011
26. H 0.053
27. H -0.076
28. O 0.030
29. H -0.030
30. H -0.012
31. O -0.044
32. H 0.068
33. H -0.013
34. O -0.014
35. H 0.036
36. H 0.033
37. O -0.046
38. H 0.056
39. H -0.006
40. O -0.087
41. H 0.098
42. H -0.008

---

Record 3
Below is C42H105BCdF4N7O4S as an isolated structure, with properties calculated with wB97M-V/def2-TZVPD.

DFT total energy = -90832.288 eV
LUMO level = 2.270 eV
Total charge = -1

```
165
C42H105BCdF4N7O4S | the OMol25 dataset | wB97M-V/def2-TZVPD
Cd -15.57909 -25.55978 25.53909
S -16.60250 -25.64116 28.01552
O -16.16671 -24.44419 27.15911
O -15.79891 -25.71972 29.21807
O -18.03299 -25.56720 28.27166
O -16.28734 -26.78594 27.03691
B -13.19341 -25.43868 25.21953
F -13.74237 -26.42813 24.33333
F -13.60998 -25.80833 26.55374
F -11.85698 -25.26274 25.10742
F -13.97737 -24.24227 24.93443
C -12.49202 -24.89200 20.92300
C -11.26510 -24.84370 21.84394
N -10.08421 -25.50009 21.27900
C -10.25319 -26.95733 21.17864
C -10.33600 -27.72584 22.49915
C -8.90173 -25.13362 22.04353
C -7.60752 -25.68557 21.45390
H -12.33610 -24.27761 20.03742
H -13.33470 -24.50094 21.50140
H -12.78288 -25.90611 20.64656
H -10.98738 -23.79100 21.92947
H -11.58345 -25.23795 22.81235
H -9.44623 -27.32144 20.53912
H -11.16333 -27.14033 20.60437
H -11.21717 -27.42226 23.06617
H -9.44774 -27.58609 23.11518
H -10.43007 -28.79266 22.28483
H -8.84852 -24.04095 22.04920
H -8.96779 -25.41994 23.10655
H -7.61247 -25.53850 20.36997
H -6.76553 -25.08925 21.80801
H -7.46772 -26.74216 21.67287
C -19.41219 -24.90010 23.44538
C -18.18489 -24.88760 24.34911
N -17.02912 -25.71506 23.89121
C -16.55990 -25.30640 22.54806
C -16.34203 -23.81286 22.40044
C -17.43594 -27.13548 23.85799
C -16.28456 -28.12932 23.69087
H -20.20345 -24.32064 23.92105
H -19.81421 -25.90615 23.32044
H -19.23619 -24.50835 22.44129
H -17.83360 -23.88576 24.57894
H -18.52322 -25.35568 25.27849
H -15.61570 -25.81167 22.34534
H -17.27992 -25.65966 21.79607
H -15.57924 -23.48982 23.11638
H -15.91291 -23.59825 21.42029
H -17.23010 -23.20560 22.55940
H -18.17457 -27.31252 23.06830
H -17.90580 -27.38301 24.81263
H -15.76298 -28.24396 24.64317
H -15.54971 -27.80738 22.95536
H -16.70532 -29.09530 23.41567
C -15.79064 -21.91545 31.10679
C -15.25299 -22.21457 29.71403
N -13.79390 -22.12767 29.62004
C -13.37615 -22.57560 28.28273
C -11.89751 -22.88905 28.27125
C -13.30070 -20.78899 29.92426
C -13.77742 -19.64070 29.03259
H -15.27989 -22.56472 31.82412
H -16.84772 -22.17966 31.12767
H -15.62312 -20.88891 31.43521
H -15.52395 -23.23400 29.44215
H -15.76132 -21.54791 28.99370
H -13.93258 -23.50144 28.09794
H -13.73450 -21.91921 27.47631
H -11.29631 -21.97953 28.34561
H -11.65648 -23.54929 29.09990
H -11.67999 -23.39490 27.32619
H -12.20721 -20.81766 29.91693
H -13.53348 -20.55194 30.96604
H -14.85784 -19.49992 29.10930
H -13.54077 -19.80412 27.97964
H -13.30363 -18.70736 29.34594
C -20.05051 -21.29644 22.87639
C -19.47647 -21.23067 24.28795
N -18.03594 -21.00422 24.30769
C -17.67339 -19.68949 23.79641
C -17.93298 -18.49430 24.70849
C -17.49279 -21.28399 25.62701
C -15.97659 -21.29583 25.66760
H -20.44632 -20.33469 22.54088
H -20.87148 -22.01183 22.80559
H -19.29947 -21.59825 22.14373
H -20.00423 -20.47152 24.89221
H -19.69397 -22.16310 24.81300
H -16.60342 -19.69986 23.56019
H -18.15630 -19.52637 22.83011
H -17.63476 -17.56325 24.22189
H -18.98902 -18.39007 24.97077
H -17.37048 -18.55213 25.64067
H -17.83281 -22.27703 25.93334
H -17.87908 -20.61582 26.41553
H -15.67408 -21.74435 26.61227
H -15.54525 -20.28994 25.66698
H -15.57807 -21.86452 24.82695
C -11.11502 -17.12350 24.79632
C -11.62597 -18.54196 25.01794
N -11.89016 -19.25442 23.77967
C -10.65748 -19.51520 23.04415
C -10.87978 -20.23223 21.72670
C -12.69452 -20.45269 24.01387
C -12.02061 -21.55716 24.82934
H -11.74075 -16.57091 24.09792
H -10.06899 -17.12082 24.48607
H -11.11231 -16.59093 25.75176
H -10.91428 -19.07873 25.66670
H -12.57056 -18.46661 25.56374
H -9.97787 -20.12723 23.66898
H -10.13363 -18.57576 22.87593
H -11.63717 -19.72937 21.11587
H -11.24552 -21.25454 21.83027
H -9.96468 -20.23439 21.13262
H -13.58034 -20.12438 24.56055
H -13.01017 -20.87935 23.06174
H -11.54896 -21.24242 25.76060
H -12.70485 -22.36836 25.07000
H -11.22569 -22.00089 24.21837
C -11.60319 -27.16885 28.59265
C -10.59674 -26.54895 29.54722
N -11.16433 -26.28660 30.86326
C -11.78245 -27.45174 31.47313
C -10.90953 -28.68294 31.67332
C -10.20641 -25.62017 31.72553
C -10.24820 -24.11529 31.46087
H -11.74293 -28.24211 28.73806
H -11.31565 -27.01594 27.55245
H -12.58520 -26.71361 28.73979
H -9.73275 -27.23945 29.65063
H -10.18002 -25.63756 29.11837
H -12.29578 -27.15912 32.39384
H -12.65331 -27.69378 30.85390
H -10.69668 -29.18721 30.73265
H -9.96631 -28.42113 32.16278
H -11.40933 -29.35820 32.37095
H -9.18297 -26.01766 31.58517
H -10.42215 -25.81147 32.77996
H -9.71122 -23.53973 32.21569
H -11.30866 -23.85926 31.47778
H -9.86615 -23.89691 30.46516
C -14.41875 -32.45270 22.98549
C -13.50079 -32.47045 24.21954
N -13.63250 -31.30837 25.07085
C -12.97488 -30.09896 24.61032
C -12.55742 -29.17978 25.74183
C -14.94424 -31.10341 25.64756
C -15.38550 -32.24612 26.54922
H -14.08239 -33.13262 22.19778
H -14.39928 -31.46266 22.52361
H -15.43587 -32.73771 23.25272
H -13.74433 -33.33479 24.84010
H -12.45680 -32.55478 23.91262
H -12.06308 -30.42187 24.09626
H -13.57119 -29.55866 23.85189
H -11.92645 -29.73252 26.44264
H -11.90283 -28.40624 25.33101
H -13.36018 -28.70632 26.30598
H -15.70834 -30.93031 24.86871
H -14.90590 -30.19398 26.24746
H -16.33090 -32.00141 27.03824
H -14.61233 -32.46932 27.28246
H -15.63406 -33.15263 25.98812
```

Atom charges from the Löwdin analysis, given in e for atoms 1 to 99:
1. Cd 1.468
2. S 0.261
3. O -0.518
4. O -0.349
5. O -0.372
6. O -0.515
7. B -1.274
8. F 0.046
9. F 0.038
10. F 0.189
11. F 0.000
12. C -0.069
13. C -0.245
14. N -0.181
15. C -0.245
16. C -0.070
17. C -0.280
18. C -0.096
19. H 0.072
20. H 0.057
21. H 0.060
22. H 0.100
23. H 0.091
24. H 0.102
25. H 0.096
26. H 0.058
27. H 0.068
28. H 0.072
29. H 0.110
30. H 0.115
31. H 0.076
32. H 0.067
33. H 0.063
34. C -0.073
35. C -0.234
36. N -0.256
37. C -0.244
38. C -0.073
39. C -0.258
40. C -0.088
41. H 0.072
42. H 0.069
43. H 0.071
44. H 0.083
45. H 0.117
46. H 0.097
47. H 0.120
48. H 0.059
49. H 0.079
50. H 0.052
51. H 0.109
52. H 0.121
53. H 0.051
54. H 0.061
55. H 0.075
56. C -0.086
57. C -0.260
58. N -0.158
59. C -0.251
60. C -0.067
61. C -0.262
62. C -0.083
63. H 0.078
64. H 0.073
65. H 0.054
66. H 0.088
67. H 0.104
68. H 0.101
69. H 0.089
70. H 0.064
71. H 0.051
72. H 0.067
73. H 0.099
74. H 0.099
75. H 0.064
76. H 0.052
77. H 0.067
78. C -0.095
79. C -0.261
80. N -0.186
81. C -0.250
82. C -0.086
83. C -0.263
84. C -0.074
85. H 0.064
86. H 0.062
87. H 0.068
88. H 0.112
89. H 0.099
90. H 0.108
91. H 0.104
92. H 0.071
93. H 0.066
94. H 0.062
95. H 0.101
96. H 0.120
97. H 0.049
98. H 0.061
99. H 0.066

---

Record-wise maximum force values, in Eh/bohr: 0.0785 0.1096 0.0443
Record-wise relative energy (zero: lowest compared OMol25 entry of this formula, charge and spin) values, in kJ/mol: 336.1 429.3 0.0